No. 1
{"formula": "C24H44BN2O6P2RhS4", "method": "wB97M-V/def2-TZVPD", "elements": ["Rh", "C", "C", "C", "C", "P", "C", "N", "B", "N", "C", "P", "C", "C", "C", "C", "C", "C", "C", "C", "C", "C", "C", "C", "C", "C", "C", "C", "C", "C", "H", "H", "H", "H", "H", "H", "H", "H", "H", "H", "H", "H", "H", "H", "H", "H", "H", "H", "H", "H", "H", "H", "H", "H", "H", "H", "H", "H", "H", "H", "H", "H", "H", "H", "H", "H", "H", "H", "H", "H", "H", "H", "H", "H", "O", "S", "O", "O", "S", "O", "S", "O", "O", "S"], "xyz": [[0.10346, -1.06195, -1.50968], [-1.36912, 4.22734, -0.82124], [-1.72032, 3.22071, 0.28483], [-0.42324, 2.91318, 1.04246], [-2.72065, 3.84866, 1.25391], [-2.19287, 1.57487, -0.52646], [-2.39258, 0.51259, 0.98588], [-1.18382, -0.19668, 1.34516], [-0.22401, -0.90561, 0.50302], [0.60604, -1.61365, 1.44750], [1.66203, -2.45731, 0.97714], [2.08565, -1.63779, -0.63587], [3.25549, -0.22619, -0.06040], [3.74519, 0.67953, -1.19809], [4.50839, -0.74189, 0.67223], [2.49647, 0.67624, 0.92916], [3.21758, -2.90934, -1.49725], [2.40023, -3.88795, -2.34511], [4.00976, -3.75020, -0.48536], [4.18355, -2.21410, -2.46207], [0.17305, -1.41468, 2.73131], [0.64246, -1.89404, 3.93967], [-0.00321, -1.49519, 5.11365], [-1.09405, -0.64323, 5.05987], [-1.57521, -0.15564, 3.84087], [-0.93817, -0.52919, 2.66550], [-4.00707, 1.70913, -1.02956], [-5.03557, 1.75051, 0.10131], [-4.26574, 0.46340, -1.88914], [-4.17603, 2.93936, -1.92623], [-0.75316, 5.02918, -0.39785], [-2.25849, 4.69235, -1.25305], [-0.81093, 3.74296, -1.62809], [-0.00794, 3.84475, 1.44424], [0.30821, 2.47806, 0.35718], [-0.57353, 2.22354, 1.87465], [-2.26275, 4.72123, 1.73544], [-3.01758, 3.15321, 2.04598], [-3.62225, 4.19280, 0.74187], [-3.17223, -0.21911, 0.76117], [-2.71649, 1.11038, 1.84133], [1.30552, -3.47669, 0.78640], [2.50198, -2.49606, 1.67350], [4.45712, 0.19050, -1.85441], [4.26693, 1.52513, -0.73633], [2.93891, 1.07428, -1.80548], [5.21978, -1.21342, -0.00431], [4.28863, -1.42814, 1.49052], [5.00735, 0.12995, 1.10613], [1.57430, 1.03743, 0.48508], [3.13192, 1.54079, 1.14750], [2.27503, 0.17964, 1.87249], [1.67397, -4.44346, -1.75955], [3.09983, -4.59319, -2.80863], [1.85932, -3.36776, -3.13998], [3.34608, -4.27925, 0.20089], [4.72515, -3.17447, 0.09802], [4.57037, -4.50823, -1.04173], [3.65361, -1.51721, -3.11498], [4.64993, -2.97967, -3.09086], [4.98147, -1.68337, -1.95003], [1.48205, -2.57861, 3.97084], [0.34434, -1.86783, 6.07026], [-1.59443, -0.35432, 5.97708], [-2.44067, 0.49227, 3.82687], [-4.95020, 0.87644, 0.74983], [-6.04570, 1.74067, -0.32620], [-4.94311, 2.64670, 0.71829], [-4.11166, -0.46223, -1.33501], [-3.58624, 0.43915, -2.74167], [-5.29786, 0.49137, -2.25990], [-4.19603, 3.86894, -1.35439], [-5.12668, 2.86166, -2.46550], [-3.37056, 2.99427, -2.66210], [-0.26996, 2.31119, -3.43220], [0.73758, 1.30262, -3.15842], [2.06606, 1.70099, -3.60187], [0.78224, 0.98725, -1.67206], [0.22162, -0.50192, -3.93313], [-3.30539, -3.83334, -1.12047], [-2.15195, -3.06550, -0.67972], [-2.37497, -1.60239, -0.82262], [-1.68926, -3.42869, 0.65506], [-0.58695, -3.28571, -1.98711]], "gap_ev": 6.4, "total_charge": -2, "max_force_ha_per_bohr": 0.0267, "e_homo_ha": -0.076}

No. 2
{"formula": "C33H34IN4O6PS3SeW", "method": "wB97M-V/def2-TZVPD", "elements": ["W", "C", "C", "N", "C", "C", "C", "O", "C", "C", "N", "C", "C", "C", "C", "C", "C", "I", "C", "O", "H", "H", "H", "H", "H", "H", "H", "H", "H", "H", "H", "H", "O", "C", "O", "C", "C", "C", "C", "C", "C", "S", "H", "H", "H", "H", "C", "C", "O", "P", "S", "S", "O", "C", "C", "H", "H", "H", "H", "H", "H", "H", "H", "H", "H", "C", "N", "C", "Se", "N", "C", "C", "C", "C", "C", "C", "H", "H", "H", "H", "H", "H", "H", "H"], "xyz": [[0.29043, -0.42692, -0.08727], [3.23963, -3.12240, 2.62724], [2.90484, -3.48234, 1.21628], [3.42323, -4.57927, 0.69209], [3.06468, -4.95324, -0.53909], [2.13608, -4.28941, -1.31716], [1.77291, -4.79893, -2.68248], [0.37984, -5.07005, -2.82448], [1.58277, -3.11864, -0.77933], [0.46738, -2.34886, -1.37435], [0.62680, -1.15335, -2.01121], [0.01675, -0.95047, -3.25359], [-0.18430, -2.01665, -4.13596], [-0.74149, -1.80241, -5.38443], [-1.10847, -0.52711, -5.79183], [-0.93335, 0.54033, -4.92572], [-0.38215, 0.31196, -3.67910], [-0.23590, 1.85123, -2.28409], [2.00115, -2.70620, 0.46575], [1.41133, -1.61901, 0.99803], [3.94549, -3.84895, 3.02136], [2.33216, -3.12531, 3.23658], [3.67025, -2.12472, 2.68719], [3.54248, -5.84993, -0.92059], [2.37013, -5.68418, -2.91509], [2.00266, -4.04858, -3.44167], [0.15514, -5.82055, -2.26467], [-0.38255, -2.96062, -1.68093], [0.09407, -3.01855, -3.84030], [-0.88335, -2.64508, -6.04761], [-1.53873, -0.36167, -6.76949], [-1.23405, 1.53806, -5.21551], [-0.60940, -2.37303, 3.11585], [-1.15185, -1.84659, 2.18158], [-0.77328, -0.69142, 1.64833], [-2.40630, -2.39138, 1.56475], [-3.14143, -3.32449, 2.28066], [-4.35648, -3.79133, 1.80356], [-4.85046, -3.32583, 0.59215], [-4.12133, -2.41013, -0.14435], [-2.89069, -1.94475, 0.32764], [-2.02454, -0.92795, -0.80582], [-2.74226, -3.66507, 3.22658], [-4.92054, -4.51206, 2.37977], [-5.79921, -3.68288, 0.21507], [-4.48545, -2.06442, -1.10340], [1.44146, 2.40325, 6.11519], [1.02206, 2.26602, 4.67287], [2.17211, 1.88710, 3.87121], [2.08363, 0.48784, 3.07904], [2.46860, 0.55546, -0.51890], [1.53464, 1.49365, 1.03750], [3.60235, 0.20572, 2.74845], [4.62658, 1.19332, 2.47120], [5.82801, 0.46754, 1.92319], [0.59823, 2.75073, 6.71268], [2.25288, 3.12345, 6.21158], [1.77246, 1.44458, 6.51312], [0.65492, 3.20740, 4.26422], [0.23561, 1.51325, 4.55711], [4.84457, 1.72194, 3.39822], [4.22089, 1.90805, 1.75098], [6.19534, -0.26376, 2.64204], [6.62697, 1.18107, 1.72082], [5.57459, -0.04549, 0.99579], [-4.33660, 2.96999, -1.17550], [-3.11042, 3.64665, -0.79056], [-2.17290, 3.16780, 0.04055], [-2.11977, 1.52933, 0.94058], [-1.17402, 4.07159, 0.09794], [-1.45744, 5.15245, -0.72221], [-0.75777, 6.31381, -1.02071], [-1.35630, 7.18214, -1.91287], [-2.60562, 6.90612, -2.48534], [-3.30160, 5.75071, -2.18673], [-2.69864, 4.87648, -1.29161], [-4.38257, 2.01830, -0.65426], [-4.33376, 2.79826, -2.25117], [-5.19460, 3.58185, -0.90221], [-0.34442, 3.91324, 0.65198], [0.20622, 6.52697, -0.58013], [-0.84920, 8.09931, -2.17805], [-3.03368, 7.61699, -3.17822], [-4.26542, 5.54008, -2.62872]], "gap_ev": [6.5, 5.2], "total_charge": 1, "max_force_ha_per_bohr": 0.0148, "multiplicity": 2, "s_squared": 0.77, "e_homo_ha": [-0.378, -0.379]}